{"formula": "C36H89F12N9O19S4", "method": "ωB97M-V/def2-TZVPD", "elements": ["C", "F", "F", "F", "S", "O", "O", "N", "S", "O", "O", "C", "F", "F", "F", "C", "F", "F", "F", "S", "O", "O", "N", "S", "O", "O", "C", "F", "F", "F", "C", "C", "C", "O", "C", "N", "H", "H", "H", "H", "H", "H", "H", "H", "H", "H", "H", "C", "C", "C", "O", "C", "N", "H", "H", "H", "H", "H", "H", "H", "H", "H", "H", "H", "C", "C", "C", "O", "C", "N", "H", "H", "H", "H", "H", "H", "H", "H", "H", "H", "H", "C", "C", "C", "O", "C", "N", "H", "H", "H", "H", "H", "H", "H", "H", "H", "H", "H", "C", "C", "C", "O", "C", "N", "H", "H", "H", "H", "H", "H", "H", "H", "H", "H", "H", "C", "C", "C", "O", "C", "N", "H", "H", "H", "H", "H", "H", "H", "H", "H", "H", "H", "C", "C", "C", "O", "C", "N", "H", "H", "H", "H", "H", "H", "H", "H", "H", "H", "H", "C", "C", "O", "O", "H", "H", "H", "H", "H", "H", "C", "C", "O", "O", "H", "H", "H", "H", "H", "H"], "positions_angstrom": [[-2.273, -4.943, 2.692], [-1.542, -4.461, 1.714], [-3.448, -4.304, 2.727], [-2.535, -6.249, 2.471], [-1.443, -4.852, 4.402], [-2.485, -4.373, 5.275], [-1.019, -6.198, 4.708], [-0.215, -3.730, 4.278], [1.039, -4.572, 3.662], [0.723, -5.612, 2.710], [2.009, -3.617, 3.208], [1.897, -5.505, 5.056], [3.123, -4.992, 5.260], [1.260, -5.390, 6.231], [2.034, -6.797, 4.788], [-1.402, -1.545, -0.964], [-1.872, -0.357, -1.353], [-2.244, -2.026, -0.048], [-1.374, -2.387, -1.982], [0.284, -1.426, -0.155], [0.414, -2.588, 0.658], [1.313, -1.413, -1.167], [0.153, -0.059, 0.802], [0.725, 1.146, -0.079], [2.068, 1.483, 0.265], [0.361, 1.163, -1.471], [-0.169, 2.561, 0.711], [0.083, 3.687, 0.023], [-1.507, 2.380, 0.718], [0.224, 2.703, 1.965], [-0.508, -5.741, -0.963], [-1.337, -6.968, -1.079], [-1.982, -7.060, -2.451], [-2.650, -5.850, -2.819], [-3.770, -5.541, -2.037], [-0.536, -8.173, -0.809], [-0.025, -5.490, -0.018], [-1.136, -4.861, -1.131], [0.223, -5.663, -1.776], [-2.184, -6.900, -0.381], [-2.682, -7.900, -2.564], [-1.227, -7.176, -3.234], [-3.536, -4.907, -1.172], [-4.256, -6.432, -1.605], [-4.531, -5.059, -2.653], [0.153, -7.910, -0.108], [-1.085, -8.865, -0.305], [-2.072, 1.892, 5.955], [-0.736, 1.618, 5.300], [0.157, 2.866, 5.359], [1.420, 2.533, 4.819], [2.166, 3.633, 4.400], [-0.050, 0.419, 5.840], [-2.560, 2.774, 5.525], [-2.032, 1.948, 7.044], [-2.752, 1.079, 5.681], [-0.927, 1.465, 4.230], [0.315, 3.104, 6.429], [-0.260, 3.736, 4.839], [3.212, 3.333, 4.304], [2.121, 4.459, 5.121], [1.857, 3.951, 3.397], [-0.202, 0.418, 6.858], [0.922, 0.756, 5.859], [8.020, -0.789, 2.621], [7.333, -0.568, 1.285], [6.219, -1.567, 1.080], [5.638, -1.375, -0.189], [4.371, -2.050, -0.268], [6.814, 0.813, 1.214], [8.851, -0.102, 2.798], [8.506, -1.770, 2.652], [7.290, -0.699, 3.428], [8.078, -0.647, 0.486], [5.447, -1.382, 1.843], [6.602, -2.597, 1.178], [3.668, -1.623, 0.451], [4.587, -3.097, -0.037], [3.960, -1.865, -1.253], [6.452, 1.139, 2.109], [5.956, 0.763, 0.661], [-1.295, -3.588, -7.578], [0.075, -2.980, -7.874], [0.850, -2.838, -6.587], [0.154, -1.954, -5.737], [0.816, -1.769, -4.508], [0.745, -3.838, -8.854], [-1.719, -4.087, -8.451], [-1.999, -2.791, -7.326], [-1.316, -4.269, -6.726], [-0.055, -1.988, -8.305], [1.831, -2.360, -6.787], [1.117, -3.785, -6.096], [1.135, -2.715, -4.060], [0.061, -1.410, -3.805], [1.595, -1.001, -4.508], [1.700, -3.519, -9.014], [0.884, -4.763, -8.451], [-5.935, 6.111, -1.481], [-5.028, 4.936, -1.811], [-5.407, 3.675, -1.049], [-5.122, 3.908, 0.314], [-4.808, 2.733, 1.026], [-5.074, 4.667, -3.270], [-5.580, 6.612, -0.576], [-6.947, 5.775, -1.240], [-5.984, 6.866, -2.265], [-3.988, 5.176, -1.553], [-4.819, 2.838, -1.440], [-6.481, 3.490, -1.183], [-5.722, 2.168, 1.265], [-4.350, 3.039, 1.964], [-4.149, 2.052, 0.480], [-4.865, 5.521, -3.777], [-4.248, 4.092, -3.463], [4.758, 8.526, -0.108], [3.926, 7.474, -0.821], [2.769, 8.090, -1.620], [2.076, 7.148, -2.405], [1.406, 6.169, -1.634], [4.782, 6.594, -1.643], [4.074, 9.169, 0.450], [5.343, 9.125, -0.811], [5.457, 8.047, 0.574], [3.462, 6.813, -0.081], [3.185, 8.842, -2.299], [2.036, 8.579, -0.964], [0.740, 5.690, -2.356], [0.740, 6.621, -0.885], [1.985, 5.402, -1.115], [4.168, 5.944, -2.126], [5.173, 7.188, -2.374], [-2.506, 0.237, -5.412], [-2.818, 1.223, -4.313], [-2.105, 2.553, -4.582], [-2.364, 3.582, -3.650], [-1.651, 3.434, -2.454], [-4.254, 1.556, -4.365], [-1.464, -0.078, -5.374], [-2.744, 0.638, -6.404], [-3.161, -0.641, -5.400], [-2.525, 0.904, -3.308], [-2.445, 2.887, -5.568], [-1.020, 2.436, -4.715], [-1.924, 2.611, -1.776], [-1.746, 4.327, -1.838], [-0.593, 3.212, -2.643], [-4.828, 0.765, -4.103], [-4.451, 2.335, -3.755], [3.201, -1.217, 4.730], [2.739, -0.605, 3.406], [1.333, -0.579, 3.351], [2.156, -1.819, 5.469], [3.579, -0.354, 5.312], [4.059, -1.896, 4.662], [3.118, -1.143, 2.528], [3.082, 0.439, 3.323], [1.081, -0.343, 2.444], [2.468, -1.904, 6.372], [-2.791, -0.859, 3.056], [-3.290, -1.460, 4.363], [-2.218, -1.501, 5.305], [-1.506, -1.308, 2.779], [-2.866, 0.239, 3.137], [-3.481, -1.184, 2.255], [-3.801, -2.411, 4.210], [-4.060, -0.761, 4.746], [-2.661, -1.716, 6.132], [-1.180, -0.819, 2.013]], "mulliken_charge": [0.738, -0.134, -0.239, -0.257, 0.896, -0.700, -0.670, 0.045, 0.465, -0.602, -0.431, 0.552, -0.233, -0.254, -0.224, -0.020, -0.305, -0.075, -0.059, 0.168, -0.060, -0.285, -0.719, 0.822, -0.840, -0.217, 0.281, -0.105, -0.102, -0.206, -0.820, 1.292, -1.167, -0.261, -0.623, -0.855, 0.251, -0.233, 0.364, -0.019, 0.329, 0.350, 0.113, 0.352, 0.261, 0.310, 0.297, -1.501, 1.808, -1.271, -0.151, -0.832, -0.345, 0.349, 0.458, 0.213, -0.715, 0.325, 0.439, 0.216, 0.382, 0.207, 0.327, 0.119, -1.406, 0.404, -0.051, -0.462, 0.005, -0.765, 0.395, 0.381, 0.247, 0.239, -0.226, 0.376, -0.255, 0.327, 0.167, 0.296, 0.320, -1.256, 0.660, -0.772, -0.033, -0.457, -0.798, 0.441, 0.193, 0.267, 0.218, 0.274, 0.307, 0.453, -0.364, 0.293, 0.274, 0.269, -1.339, 0.972, -0.382, -0.389, -0.281, -0.806, 0.308, 0.293, 0.410, -0.129, 0.127, 0.339, 0.334, 0.288, -0.106, 0.282, 0.132, -1.505, 0.450, -0.724, -0.398, -0.696, -0.640, 0.360, 0.343, 0.353, 0.302, 0.343, 0.354, 0.274, 0.334, 0.292, 0.297, 0.265, -1.824, 3.345, -1.376, -0.442, -0.675, -0.803, 0.289, 0.337, 0.416, -1.346, 0.414, 0.412, 0.181, 0.358, 0.413, 0.331, -0.017, -1.139, 0.948, 1.034, -0.419, 0.495, 0.339, -1.015, 0.438, -0.410, 0.208, 0.251, -1.172, -0.428, 0.928, -0.025, 0.192, 0.387, 0.438, 0.215, -0.490], "multiplicity": 1, "charge": -2, "e_homo_ev": -4.3, "energy_ev": -167034.5008, "gap_ev": 7.7}